Record 1
Here is an isolated ion of composition C3H6N2OP and charge +1 from OMol25. Energies are from ωB97M-V/def2-TZVPD.

```
13
Properties=species:S:1:pos:R:3:nbo_charge:R:1
C 0.8975 -1.7507 -0.1104 -0.684
C 0.5357 -0.3044 -0.0478 0.532
C -0.7412 0.1473 0.2448 -0.008
N -1.9419 -0.0401 0.3613 0.141
N -3.0738 -0.1335 0.6431 -0.281
O 1.3878 0.5968 -0.1884 -0.590
P 0.7597 2.2702 -0.1332 0.684
H 2.0293 -1.9356 -0.1317 0.279
H 0.4779 -2.3457 0.6841 0.273
H 0.4433 -2.0745 -0.9658 0.263
H -3.6462 0.5867 0.9912 0.407
H 0.8955 2.1768 -1.4993 -0.012
H 1.9765 2.8068 0.1522 -0.005
```

The SMILES is CC(=C=[N+]=N)OP. The total energy comes out at -17513.2060 eV. The HOMO energy is -14.12 eV. As for the total charge: +1.

Record 2
Here is one molecule with the formula C3H5N3 from OMol25. Energies are from ωB97M-V/def2-TZVPD.

```
11
Properties=species:S:1:pos:R:3:nbo_charge:R:1
H -1.2850 -0.9254 -2.2005 0.363
N -0.5422 -0.2922 -1.8495 -0.776
C -0.4464 -0.0411 -0.5769 0.500
N -1.2398 -0.1249 0.5020 -0.830
C 1.0846 0.3094 -0.1466 -0.612
C 1.3483 0.3858 1.2906 0.281
N 1.2405 0.3561 2.4581 -0.334
H -2.2780 -0.1250 0.4670 0.413
H -0.7640 -0.2042 1.4228 0.423
H 1.3268 1.2677 -0.6667 0.279
H 1.5552 -0.6061 -0.7003 0.292
```

The SMILES is [H]/N=C(\N)CC#N. The total energy comes out at -7661.1735 eV. The HOMO energy is -9.51 eV.

Record 3
Here is one molecule with the formula C3H6N2O2 from OMol25. Energies are from ωB97M-V/def2-TZVPD.

```
13
Properties=species:S:1:pos:R:3:nbo_charge:R:1
O -2.7396 0.1357 -0.1422 -0.594
N -1.8535 -0.9339 -0.0040 -0.256
C -0.6447 -0.4949 -0.0974 0.598
N -0.2551 0.8031 -0.3542 -0.629
C 1.0530 0.8098 0.1953 -0.252
C 1.5394 -0.6813 -0.1820 -0.080
O 0.3167 -1.4447 0.0047 -0.458
H -3.5729 -0.3173 0.5230 0.480
H -0.8947 1.5131 0.0326 0.419
H 1.2364 1.0661 1.3056 0.190
H 1.6973 1.3969 -0.4375 0.199
H 1.8708 -0.6437 -1.2762 0.179
H 2.2470 -1.2090 0.4323 0.205
```

The SMILES is O/N=C1\NCCO1. The total energy comes out at -10280.2877 eV. The HOMO energy is -8.37 eV.

Record 4
Here is C22H47AlN3O5 as an isolated structure from OMol25. Energies are from ωB97M-V/def2-TZVPD.

```
78
Properties=species:S:1:pos:R:3:mulliken_charge:R:1
C 0.6281 1.6703 2.4790 0.051
C -0.1210 0.7016 2.9372 -0.669
Al -1.2162 -0.8528 3.7840 0.150
C -2.7317 -0.1197 4.9597 -0.936
C 0.1158 -1.9384 4.9534 -0.213
C 0.8203 -3.1471 4.1549 -0.548
C 2.1953 -3.6896 4.8642 -0.625
C 3.3025 -2.5357 5.0541 -0.505
C 3.5628 -2.0679 6.5757 -0.513
C 2.3041 -2.2034 7.5655 -0.768
N -1.9435 -1.9554 2.3731 -0.553
C -1.6714 -1.3127 1.2880 0.698
O -1.5080 -0.5632 0.2837 -0.546
H 1.3197 2.5349 2.1894 0.323
H -2.4519 0.8879 5.4277 0.260
H -3.6919 0.0351 4.3337 0.193
H -2.9683 -0.8784 5.7862 0.201
H 0.9285 -1.1663 5.2498 -0.086
H -0.4538 -2.3606 5.8641 0.248
H 1.1784 -2.7064 3.1398 0.076
H 0.0446 -3.9892 4.0194 0.304
H 2.6385 -4.4374 4.0889 0.293
H 1.9883 -4.3165 5.8052 0.291
H 4.3051 -2.9656 4.6508 0.347
H 3.0509 -1.6582 4.3354 0.290
H 3.8150 -0.9333 6.5262 0.204
H 4.5034 -2.5693 7.0081 0.320
H 1.4429 -1.4654 7.3322 0.150
H 2.6837 -1.8846 8.6193 0.334
H 1.8959 -3.2640 7.6901 0.227
C -1.0421 6.3019 -3.0659 -0.751
O -0.5671 4.9868 -3.3005 -0.331
C 0.0215 4.3875 -2.1410 -0.926
C -0.8453 3.2322 -1.6357 0.294
N -2.0953 3.7239 -1.0534 -0.356
C -3.0685 2.6633 -0.7775 -0.602
C -3.6312 1.8926 -1.9817 -0.228
O -4.4541 2.6809 -2.8404 -0.469
C -3.7444 3.4143 -3.8273 -0.492
H -1.3405 6.7306 -4.0255 0.227
H -1.9176 6.2894 -2.4102 0.318
H -0.2593 6.9317 -2.6330 0.333
H 0.2164 5.1192 -1.3506 0.405
H 0.9866 3.9793 -2.4577 0.391
H -0.2906 2.6707 -0.8785 0.171
H -1.0404 2.5699 -2.4851 0.005
H -2.5193 4.3883 -1.6917 0.097
H -3.9096 3.1408 -0.2630 0.373
H -2.6299 1.9530 -0.0687 0.313
H -4.2856 1.1094 -1.5845 0.360
H -2.8547 1.3715 -2.5521 0.147
H -2.8335 2.9034 -4.1520 0.192
H -3.5099 4.4136 -3.4595 0.195
H -4.3993 3.5309 -4.6939 0.299
C 1.4549 -2.9553 -6.2005 -0.733
O 0.3713 -3.0013 -5.2869 -0.333
C 0.6355 -3.8201 -4.1439 -0.835
C 0.7495 -2.9600 -2.8827 -0.066
N 1.9730 -2.1558 -2.9005 -0.343
C 2.0192 -1.1365 -1.8477 -1.170
C 0.9731 -0.0132 -1.9086 0.318
O 1.1318 0.8632 -3.0246 -0.429
C 0.5079 0.4148 -4.2181 -0.699
H 1.1187 -2.4323 -7.0986 0.237
H 2.2982 -2.4014 -5.7780 0.307
H 1.7734 -3.9627 -6.4843 0.342
H 1.5198 -4.4502 -4.2819 0.406
H -0.2277 -4.4838 -4.0303 0.392
H 0.7577 -3.6103 -2.0032 0.395
H -0.1400 -2.3238 -2.8355 0.097
H 2.0506 -1.6905 -3.7982 0.101
H 3.0106 -0.6743 -1.9074 0.400
H 1.9615 -1.6295 -0.8717 0.428
H 1.1193 0.6109 -1.0206 0.241
H -0.0542 -0.3857 -1.8441 0.113
H -0.3947 -0.1711 -4.0223 0.285
H 1.2125 -0.1606 -4.8197 0.254
H 0.2255 1.2954 -4.7999 0.331
```

The total energy comes out at -44877.9140 eV. The HOMO energy is -5.14 eV. As for the total charge: -1.

Record 5
Here is a 2-piece molecular cluster, C3H5FO2 overall from OMol25. Energies are from ωB97M-V/def2-TZVPD.

```
11
Properties=species:S:1:pos:R:3:nbo_charge:R:1
C 0.2376 0.2400 0.8475 0.019
C -0.4503 -0.8265 0.0292 0.018
C 0.5542 0.1162 -0.5552 0.127
H -1.3984 0.9697 1.4826 0.462
H 1.0454 0.1130 1.5575 0.184
H -1.5310 -0.4198 -0.1301 0.169
H -1.0514 -2.4466 -1.0879 0.452
H 1.4212 -0.5343 -0.5841 0.172
O -0.4208 1.4301 1.1471 -0.663
O -0.1257 -2.1586 -0.0249 -0.622
F 0.4264 1.2187 -1.3494 -0.318
```

The total energy comes out at -9998.8461 eV. The HOMO energy is -9.56 eV.

Record 6
Here is one molecule with the formula CH3BrO2 from OMol25. Energies are from ωB97M-V/def2-TZVPD.

```
7
Properties=species:S:1:pos:R:3:nbo_charge:R:1
O -0.7599 -0.9843 -0.3556 -0.792
C 0.0895 0.2147 0.3088 0.333
O -0.3782 1.3387 -0.2725 -0.656
Br 1.9904 -0.1769 0.0519 -0.030
H -0.8339 -1.7945 0.1536 0.473
H -0.1672 0.0829 1.3175 0.179
H 0.0593 1.3195 -1.2037 0.494
```

The SMILES is OC(O)Br. The total energy comes out at -75222.0764 eV. The HOMO energy is -10.53 eV.

Record 7
Here is a 4-piece molecular cluster, C46H73ClFN4O17P4S2 overall from OMol25. Energies are from ωB97M-V/def2-TZVPD.

```
148
Properties=species:S:1:pos:R:3:mulliken_charge:R:1
C 3.6620 -0.1534 -1.8019 -0.284
C 4.0319 0.5510 -0.5446 -0.623
C 3.3915 0.2688 0.9498 0.353
C 4.2331 -0.6980 1.9951 0.022
Cl 5.8737 -1.4799 1.4905 -0.121
C 3.5892 -0.9764 3.5031 -0.248
C 4.4819 -2.0035 4.4699 -0.560
C 4.2779 -3.5153 3.7856 -0.194
F 5.5968 -4.1056 3.3681 -0.318
C 2.1756 -0.2988 3.9919 -0.154
C 1.6196 -0.6371 5.4964 0.277
C 0.9676 -2.1084 5.9563 -0.181
C 0.4577 -2.1955 7.5000 -0.200
N 0.5002 -1.2044 8.6123 -0.514
C 1.0703 0.1307 8.2738 -0.264
C 1.6013 0.4338 6.7674 -0.252
C 1.2998 0.6848 2.9609 -0.704
C 1.9506 0.9010 1.4662 0.610
S 0.9140 1.9779 0.2755 -0.140
C -0.8701 1.5593 0.8178 0.283
C -2.1470 1.5054 -0.2130 -0.019
S -1.7779 1.8710 -2.0329 -0.220
C -3.6800 1.1770 0.3701 -0.174
C -4.8758 1.1966 -0.7784 -0.906
P -4.9292 -0.5461 -1.5561 0.894
O -6.4592 -0.9680 -1.6670 -0.694
O -4.0928 -0.6911 -3.0874 -0.461
O -4.0749 -1.6352 -0.4464 -0.498
C -3.9699 0.8929 1.9928 0.423
C -5.5240 0.6345 2.4368 -0.187
C -5.7603 -0.5801 3.5078 0.333
C -5.2021 -2.1161 3.4017 -0.774
N -6.5592 -0.2922 4.6218 -0.705
C -2.6577 0.9473 2.9724 0.203
C -2.8214 0.7192 4.6054 0.147
O -2.3773 -0.4309 5.1303 -0.623
O -3.3870 1.7329 5.5385 -0.779
C -1.1015 1.2659 2.4480 -0.709
N 0.0097 1.2840 3.4742 0.990
C 0.1996 2.6485 4.1003 0.175
N 0.7073 3.7174 3.1389 -0.138
C 1.7791 4.5916 3.8193 -0.773
H 4.0538 0.3004 -2.8282 0.101
H 3.0212 -1.1315 -1.8604 0.239
H 4.8389 1.4227 -0.6496 0.249
H 4.0131 -2.0876 5.5428 0.279
H 5.6139 -1.7085 4.4935 0.343
H 3.6511 -4.2397 4.4680 0.249
H 3.6660 -3.3860 2.7774 0.245
H 0.8841 -3.0128 5.1866 0.299
H -0.0392 -3.2448 7.7876 0.259
H 1.1296 0.9903 9.0798 0.286
H 2.0604 1.5122 6.5663 0.193
H -1.0959 0.7402 -2.5086 0.165
H -4.6275 2.0387 -1.5873 0.452
H -5.9349 1.5187 -0.3338 0.299
H -3.9913 -1.7015 -3.2033 0.340
H -4.7276 -1.7359 0.3070 0.273
H -5.9162 1.6658 2.8924 0.350
H -6.2587 0.4199 1.5207 0.137
H -4.4766 -2.2806 4.3326 0.224
H -6.1344 -2.8279 3.6119 0.361
H -4.7049 -2.4015 2.3821 0.091
H -6.8914 0.6963 4.5858 0.271
H 1.0244 2.5270 4.9386 -0.279
H -0.7869 3.0224 4.6530 0.252
H -0.0699 4.3175 2.7731 0.284
H 2.8415 4.0990 3.7868 0.192
H 1.7559 5.6288 3.2294 0.309
H 1.4857 4.8472 4.9269 0.260
O 9.7939 -3.4836 -1.7626 -0.693
P 9.0406 -4.1157 -2.9585 0.962
O 8.2518 -2.7218 -3.3760 -0.282
C 8.9657 -1.7490 -4.1151 -0.323
C 9.0806 -2.1520 -5.5718 -0.970
O 7.8140 -4.7529 -2.0259 -0.306
C 8.0921 -5.1999 -0.7049 -0.514
C 7.6866 -4.1420 0.3075 -1.170
O 8.1988 -4.8221 -4.2946 -0.179
C 8.6519 -6.1064 -4.6900 -0.414
C 8.2349 -7.1863 -3.7072 -0.922
H 9.9563 -1.5877 -3.6737 0.279
H 8.4105 -0.8087 -4.0400 0.278
H 9.7175 -3.0355 -5.6803 0.385
H 9.5176 -1.3428 -6.1638 0.393
H 8.1003 -2.4056 -5.9846 0.146
H 9.1395 -5.4852 -0.5979 0.408
H 7.4975 -6.1052 -0.5335 0.397
H 8.1224 -3.1665 0.0770 0.345
H 7.9984 -4.4339 1.3166 0.387
H 6.6012 -4.0065 0.3045 0.284
H 9.7397 -6.0913 -4.8129 0.313
H 8.2088 -6.3182 -5.6700 0.336
H 8.8104 -7.1115 -2.7785 0.206
H 8.4150 -8.1796 -4.1290 0.419
H 7.1776 -7.0956 -3.4491 0.244
O -10.1850 3.8073 3.2502 -0.689
P -11.4350 3.0462 3.7558 1.083
O -10.7202 1.5544 3.6973 -0.383
C -9.8548 1.1892 4.7555 -0.192
C -10.6431 0.7927 5.9879 -1.078
O -12.1610 2.9649 2.2569 -0.338
C -11.9771 4.0241 1.3260 -0.353
C -10.9042 3.6582 0.3142 -1.212
O -12.8317 2.1958 4.3206 -0.241
C -13.8672 3.0079 4.8489 -0.393
C -14.6189 3.7540 3.7608 -0.932
H -9.1621 2.0090 4.9801 0.235
H -9.2609 0.3360 4.4128 0.342
H -11.1667 1.6574 6.4077 0.242
H -9.9798 0.3896 6.7584 0.413
H -11.4000 0.0428 5.7420 0.242
H -11.7526 4.9620 1.8358 0.398
H -12.9292 4.1680 0.8013 0.378
H -9.9779 3.3374 0.7976 0.291
H -10.6810 4.5107 -0.3369 0.364
H -11.2357 2.8224 -0.3088 0.297
H -13.4499 3.7057 5.5821 0.316
H -14.5608 2.3441 5.3779 0.339
H -14.0043 4.5592 3.3444 0.211
H -15.5290 4.2075 4.1646 0.416
H -14.8882 3.0856 2.9402 0.240
O 6.1399 2.0347 -8.7880 -0.686
P 4.8631 1.3546 -8.2361 1.014
O 4.0576 2.7749 -7.9649 -0.322
C 3.4490 3.4162 -9.0696 -0.330
C 2.1557 2.7248 -9.4526 -0.950
O 5.4595 1.1792 -6.6890 -0.361
C 6.8486 0.9476 -6.4908 -0.045
C 7.5526 2.2418 -6.1194 -1.351
O 3.4365 0.5947 -7.6194 -0.206
C 3.3590 -0.8074 -7.8172 -0.445
C 4.3001 -1.5663 -6.8983 -0.723
H 4.1420 3.4498 -9.9187 0.273
H 3.2363 4.4480 -8.7725 0.322
H 2.3541 1.7240 -9.8491 0.224
H 1.6243 3.2953 -10.2197 0.409
H 1.5045 2.6061 -8.5822 0.231
H 7.2982 0.4765 -7.3659 0.426
H 6.9471 0.2365 -5.6618 0.081
H 7.3419 3.0419 -6.8336 0.354
H 8.6370 2.0918 -6.0732 0.374
H 7.2088 2.5973 -5.1436 0.316
H 3.5653 -1.0432 -8.8662 0.324
H 2.3262 -1.1073 -7.6051 0.338
H 5.3411 -1.4351 -7.2120 0.093
H 4.0796 -2.6376 -6.9228 0.447
H 4.2175 -1.2093 -5.8695 0.171
```

The total energy comes out at -163687.7098 eV. The HOMO energy is -4.86 eV. As for the total charge: -1.

Record 8
Here is a 4-piece molecular cluster, C6H16O4 overall from OMol25. Energies are from ωB97M-V/def2-TZVPD.

```
26
Properties=species:S:1:pos:R:3:nbo_charge:R:1
C 1.0037 -0.0340 2.5081 -0.687
C 0.6648 -0.6557 1.1983 0.197
C 0.1704 -1.9315 1.0946 -0.092
C 0.2026 1.1427 -2.1677 -0.144
O -1.0665 1.5385 -2.6891 -0.702
C -0.0078 0.3058 -0.9295 -0.027
C 0.9387 0.1341 0.0222 -0.275
H 0.6825 -0.6491 3.3449 0.248
H 0.5791 0.9678 2.5806 0.269
H 2.0946 0.0765 2.6014 0.276
H -0.0055 -2.5514 1.9696 0.225
H -0.1263 -2.3944 0.1628 0.223
H 0.7648 0.5705 -2.9176 0.228
H 0.6918 2.0882 -1.9347 0.228
H -1.5161 0.7373 -3.0237 0.488
H -0.9986 -0.1343 -0.8367 0.248
H 1.9036 0.6232 -0.0304 0.261
H 2.1045 -1.8036 -1.0274 0.456
H 2.5994 -2.3825 0.3007 0.458
O 2.8630 -2.2265 -0.6217 -0.898
H -2.1997 0.5150 0.2619 0.510
H -2.8513 -0.5204 1.2268 0.499
O -2.0737 -0.3551 0.7032 -1.000
H -2.0370 2.8685 -0.0372 0.488
H -1.9545 1.9720 -1.3007 0.492
O -2.4264 2.0986 -0.4586 -0.967
```

Its expectation value of S² is 0.767. The total energy comes out at -14661.5720 eV. The HOMO energy (spin up / spin down) is -14.67 / -14.69 eV. As for the total charge: +1. The multiplicity is 2.

F_max (computed, eV Å⁻¹): 3.720 2.667 5.967 6.799 6.603 4.614 10.100 1.696